No. 1
The following is a DFT calculation (ωB97M-V/def2-TZVPD) of a 2-piece molecular cluster, C4H13NO2 overall.

Properties
HOMO level	-9.89	eV
E_LUMO	0.574	eV
structure (SMILES)	NCCCCO.O
frontier orbital gap	10.47	eV

Structure (ORCA input):
```
! RIJCOSX wB97M-V def2-TZVPD def2/J DEFGRID3
* xyz 0 1
C 0.8808 -0.4700 -1.0602
O 2.2588 -0.8064 -0.8778
C -0.1213 -1.4878 -0.5787
C -0.1158 -1.8331 0.9118
C 0.2854 -0.7431 1.8940
N -0.5566 0.4726 1.8704
H 0.7321 -0.3545 -2.1261
H 0.6964 0.4895 -0.5949
H 2.3414 -1.2367 -0.0200
H 0.0244 -2.4023 -1.1445
H -1.1043 -1.1128 -0.8775
H 0.4460 -2.7493 1.0943
H -1.1077 -2.1765 1.2261
H 0.2161 -1.1675 2.8995
H 1.3234 -0.4380 1.7883
H -0.5432 0.8078 0.9107
H -1.5150 0.1120 1.8754
H -2.5076 4.2350 -0.9768
H -1.3316 3.7291 -1.7728
O -2.2680 3.9415 -1.8736
*
```

=====

No. 2
The following is a DFT calculation (ωB97M-V/def2-TZVPD) of a 15-piece molecular cluster, C9H44ClN4O21S overall.

Properties
HOMO level	-12.10	eV
E_LUMO	-3.822	eV
frontier orbital gap	8.28	eV

Structure (ORCA input):
```
! RIJCOSX wB97M-V def2-TZVPD def2/J DEFGRID3
* xyz 1 1
O -2.1185 2.9775 0.2203
C -1.6419 2.4607 -0.7953
O -2.0649 1.2624 -1.3990
C -2.3369 0.2247 -0.4326
C -1.0688 -0.7544 -0.1750
C -0.3364 -0.2833 1.1549
N 1.0326 0.1550 1.2474
C 1.3134 0.5199 2.6067
N 2.4699 0.9615 3.0903
C 3.7189 1.1365 2.3043
C 3.6261 2.2355 1.1383
C 3.7326 1.4508 -0.2727
S 3.2243 2.5757 -1.6768
O 3.5906 1.8712 -2.9545
O 3.9913 3.8618 -1.4676
O 1.5752 2.7966 -1.4956
N 0.0973 0.3193 3.3609
Cl -0.1517 0.6343 5.0254
N -0.8294 -0.1731 2.4832
C -2.2236 -0.5537 2.9021
O -2.1021 -1.6821 3.8119
O -1.0591 -2.5111 3.4500
H -0.8077 3.0321 -1.3310
H -2.7674 0.5848 0.5512
H -3.1474 -0.4415 -0.9010
H -1.4330 -1.8257 -0.0408
H -0.3395 -0.6354 -1.0327
H 2.5043 1.2072 4.0985
H 4.6099 1.4122 2.9787
H 3.9313 0.1361 1.7928
H 4.5733 2.8807 1.1856
H 2.7156 2.9087 1.2019
H 3.0898 0.5166 -0.2678
H 4.8165 1.1100 -0.3913
H 1.4690 3.5719 -0.9003
H -2.7658 0.3368 3.3436
H -2.7933 -0.9406 1.9858
H -0.4682 -2.4676 4.2394
O 1.8888 2.7828 -5.4671
H 2.5088 2.7060 -4.7296
H 1.0951 2.3363 -5.1506
O 2.7768 1.4297 6.1666
H 3.4180 1.3655 6.8852
H 1.9945 0.9846 6.5111
O 4.9663 2.8702 4.3522
H 5.6779 3.5196 4.2860
H 4.1717 3.4078 4.4607
O -0.1151 1.4442 -7.8498
H 0.2473 1.8882 -7.0736
H 0.6532 1.2967 -8.4137
O -0.7814 -4.3107 0.8323
H 0.1065 -4.6699 0.6812
H -0.6747 -3.7419 1.6070
O 1.9679 5.2032 -7.8200
H 2.6162 5.7392 -7.3496
H 2.0165 4.3421 -7.3841
O -2.0887 -3.9600 -1.9678
H -1.5054 -4.0144 -1.1997
H -2.8922 -4.4130 -1.6853
O -5.0506 -0.6650 2.9153
H -5.4685 -0.2117 3.6566
H -5.7946 -0.9183 2.3457
O 6.0803 -0.7958 2.7732
H 6.7315 -0.2556 3.2370
H 6.1364 -1.6540 3.2102
O 1.6169 -6.1166 0.8543
H 2.2436 -5.5668 1.3402
H 1.6534 -6.9679 1.3069
O -4.6741 -1.7477 -1.1805
H -4.4600 -2.6682 -1.3613
H -5.1953 -1.4741 -1.9493
O -7.1520 -1.2637 1.0205
H -7.5754 -2.1288 0.9666
H -7.3784 -0.8393 0.1848
O -3.7099 -4.1613 -4.7938
H -3.4114 -3.9154 -3.9105
H -2.9009 -4.4241 -5.2481
O -5.3434 -0.6581 -4.2497
H -5.1670 0.2870 -4.3285
H -4.8915 -1.0448 -5.0100
*
```

=====

No. 3
The following is a DFT calculation (ωB97M-V/def2-TZVPD) of a single C4H7NOS molecule.

Properties
HOMO level	-8.71	eV
E_LUMO	0.271	eV
structure (SMILES)	C=NSCC(C)=O
frontier orbital gap	8.98	eV

Structure (ORCA input):
```
! RIJCOSX wB97M-V def2-TZVPD def2/J DEFGRID3
* xyz 0 1
C -1.4475 1.2448 -0.2864
C -1.8350 -0.2621 0.0090
C -0.6634 -1.2324 0.3815
C 2.9642 0.2229 0.0678
H -0.7267 1.6471 0.3081
H -2.3474 1.7005 -0.1193
H -0.8426 1.2453 -1.2664
H -0.4796 -1.3909 1.5165
H -1.1556 -2.2305 -0.1277
H 3.4748 -0.3431 -0.7396
H 3.5556 0.9947 0.4496
N 1.6205 0.1544 0.3117
O -2.9980 -0.6198 -0.0562
S 0.8807 -1.1309 -0.4486
*
```

=====

No. 4
The following is a DFT calculation (ωB97M-V/def2-TZVPD) of a single C5H10O2 molecule.

Properties
HOMO level	-9.31	eV
E_LUMO	0.931	eV
structure (SMILES)	CO[C@H]1C[C@H]1CO
frontier orbital gap	10.24	eV

Structure (ORCA input):
```
! RIJCOSX wB97M-V def2-TZVPD def2/J DEFGRID3
* xyz 0 1
C 0.2093 0.0004 -2.3723
O -0.0538 -0.8979 -1.2741
C -0.8495 -0.1727 0.0016
C -1.1584 -0.5630 1.4472
C -0.3424 0.6771 1.1675
C 1.1472 0.4044 1.2559
O 1.3221 -0.8398 0.6187
H 0.8450 0.8360 -2.0526
H -0.7475 0.3792 -2.7365
H 0.7172 -0.5009 -3.2220
H -1.6721 0.1441 -0.5881
H -2.2115 -0.4493 1.7326
H -0.6430 -1.3544 1.9852
H -0.7609 1.6714 1.3859
H 1.6913 1.2376 0.7720
H 1.5194 0.3450 2.2983
H 0.9874 -0.9171 -0.4193
*
```

=====

No. 5
The following is a DFT calculation (ωB97M-V/def2-TZVPD) of a 7-piece molecular cluster, C4H24N3O7 overall.

Properties
HOMO level	-12.81	eV
E_LUMO	-2.637	eV
frontier orbital gap	10.18	eV

Structure (ORCA input):
```
! RIJCOSX wB97M-V def2-TZVPD def2/J DEFGRID3
* xyz 1 1
N 0.8308 -0.9838 -0.3211
C -0.6696 -0.6127 -0.1924
C -0.9295 0.8100 0.3655
C -0.2826 1.0813 1.7464
N -1.1346 0.3877 2.6771
C -1.4805 -0.8836 -1.5866
N -2.7292 -1.3690 -1.5021
O -0.9643 -0.5671 -2.6487
H 1.4001 -1.0537 0.5308
H 0.8852 -1.9858 -0.6930
H 1.3652 -0.3642 -1.0637
H -0.8626 -1.3296 0.6489
H -0.6944 1.6532 -0.4361
H -1.9435 0.7452 0.3860
H 0.7912 0.5602 1.6251
H -0.3340 2.1976 1.6773
H -0.7708 -0.4796 3.0576
H -1.1501 1.0077 3.4800
H -3.2001 -1.5556 -0.5927
H -3.2536 -1.9055 -2.2232
H 4.0353 -1.5544 1.6924
H 3.0887 -1.6860 3.1035
O 3.1273 -1.7553 2.1324
H -1.9628 3.2058 -1.7201
H -0.7052 4.1559 -2.0525
O -1.4135 3.9004 -1.4631
H -3.0015 -1.0375 1.9229
H -3.1751 -2.4076 2.1457
O -2.6260 -1.9009 1.4913
H 2.8994 -3.3784 -0.4618
H 3.3455 -2.6175 -1.7290
O 2.6916 -2.6320 -1.0282
H 0.7808 1.4042 -2.5094
H 0.6147 -0.0683 -2.9827
O 1.2519 0.6880 -2.9118
H 2.5431 3.7243 0.4007
H 1.5464 3.5820 -0.7503
O 2.0866 3.0245 -0.2151
*
```

=====

No. 6
The following is a DFT calculation (ωB97M-V/def2-TZVPD) of a 6-piece molecular cluster, C43H40Cl2F4O12 overall.

Properties
HOMO level	-8.87	eV
E_LUMO	-2.386	eV
structure (SMILES)	C/C(Cl)=C(/Cl)COC[C@H](CCC(F)(F)F)OCC[C@H](C)F.O=C1C=CC(=O)C=C1.O=C1C=CC(=O)C=C1.O=C1C=CC(=O)C=C1.O=C1C=CC(=O)C=C1.O=C1C=CC(=O)C=C1
frontier orbital gap	6.48	eV

Structure (ORCA input):
```
! RIJCOSX wB97M-V def2-TZVPD def2/J DEFGRID3
* xyz 0 1
C -6.3112 0.0251 -0.6933
C -5.9029 0.9998 0.4815
Cl -7.1887 1.2320 1.7712
C -4.6919 1.6865 0.5898
Cl -4.4544 2.7980 2.0280
C -3.5935 1.5147 -0.5394
O -2.2762 1.9408 -0.1516
C -1.2574 0.9655 -0.4048
C -0.0601 1.1798 0.6651
C -0.2556 0.3387 2.0005
C -1.8153 0.1612 2.3718
C -2.0573 -0.2591 3.8712
F -2.0337 0.9255 4.6409
F -3.3844 -0.7268 3.9933
F -1.1755 -1.2112 4.3562
O -0.0524 2.5719 1.0192
C 1.1201 3.2614 0.5641
C 1.5883 4.2681 1.7509
C 0.5384 4.3785 2.9282
C 0.8260 5.6372 3.8899
F 0.5915 3.1996 3.7663
H -5.4785 -0.2019 -1.4206
H -6.6436 -0.9518 -0.2226
H -7.1747 0.4712 -1.2923
H -3.6087 0.4210 -0.8548
H -3.9635 2.1203 -1.4408
H -0.7910 1.1336 -1.4241
H -1.5804 -0.1081 -0.3051
H 0.8751 0.8094 0.1478
H 0.1981 -0.6979 1.9012
H 0.2578 0.8254 2.8967
H -2.2710 -0.5910 1.6513
H -2.2686 1.2002 2.2579
H 0.9346 3.9335 -0.3374
H 2.0112 2.6032 0.3487
H 1.6981 5.3227 1.3204
H 2.6192 3.9425 2.1171
H -0.5366 4.5161 2.5698
H 1.9436 5.8513 3.9873
H 0.4315 5.3724 4.9303
H 0.2379 6.5422 3.5587
C -2.6624 -3.3877 -1.9122
C -2.8760 -4.4932 -2.6254
C -3.6752 -4.4600 -3.8695
O -3.8722 -5.4681 -4.5195
C -4.2264 -3.1544 -4.2926
C -4.0123 -2.0493 -3.5790
C -3.2135 -2.0829 -2.3355
O -3.0159 -1.0716 -1.6835
H -2.0808 -3.3930 -0.9988
H -2.4792 -5.4573 -2.3305
H -4.8080 -3.1488 -5.2058
H -4.4087 -1.0854 -3.8736
C 1.5632 9.7259 4.2989
C 2.6335 10.4514 4.6231
C 3.1514 10.4775 6.0082
O 4.1259 11.1401 6.3049
C 2.4376 9.6669 7.0186
C 1.3672 8.9415 6.6942
C 0.8495 8.9156 5.3094
O -0.1252 8.2527 5.0125
H 1.1697 9.6955 3.2905
H 3.1681 11.0496 3.8958
H 2.8309 9.6973 8.0269
H 0.8325 8.3432 7.4213
C 5.4328 4.4882 -2.0575
C 6.5019 5.2149 -1.7323
C 7.0172 5.2433 -0.3462
O 7.9903 5.9069 -0.0485
C 6.3020 4.4336 0.6642
C 5.2330 3.7069 0.3387
C 4.7179 3.6787 -1.0473
O 3.7435 3.0144 -1.3454
H 5.0413 4.4560 -3.0665
H 7.0374 5.8125 -2.4593
H 6.6934 4.4655 1.6732
H 4.6975 3.1091 1.0658
C -2.3395 -8.3265 -4.8619
C -2.6030 -8.7870 -6.0847
C -2.0459 -10.0731 -6.5561
O -2.2835 -10.4935 -7.6709
C -1.1866 -10.8290 -5.6181
C -0.9235 -10.3679 -4.3956
C -1.4813 -9.0818 -3.9257
O -1.2427 -8.6594 -2.8063
H -2.7380 -7.3869 -4.5005
H -3.2302 -8.2467 -6.7827
H -0.7878 -11.7686 -5.9793
H -0.2962 -10.9077 -3.6969
C 3.9328 -7.3247 -2.2398
C 3.9497 -7.3306 -0.9069
C 2.7701 -7.7648 -0.1265
O 2.7847 -7.7683 1.0890
C 1.5729 -8.1934 -0.8817
C 1.5558 -8.1876 -2.2145
C 2.7347 -7.7535 -2.9943
O 2.7203 -7.7499 -4.2108
H 4.7862 -7.0096 -2.8271
H 4.8179 -7.0208 -0.3386
H 0.7190 -8.5087 -0.2949
H 0.6882 -8.4971 -2.7809
*
```

=====

No. 7
The following is a DFT calculation (ωB97M-V/def2-TZVPD) of a 3-piece molecular cluster, C16H40N5O5S overall.

Properties
HOMO level	-10.70	eV
E_LUMO	-2.624	eV
frontier orbital gap	8.08	eV

Structure (ORCA input):
```
! RIJCOSX wB97M-V def2-TZVPD def2/J DEFGRID3
* xyz 1 1
C 1.4544 -2.2895 -3.2160
C 1.7064 -1.8916 -1.7668
C 0.6686 -0.9565 -1.0806
N 1.5120 0.0191 -0.3158
C 2.7642 -0.5200 -0.3140
N 3.5466 -0.4641 0.7345
O 4.8165 -0.9887 0.7941
N 2.9578 -1.1367 -1.4970
S 4.4587 -1.6594 -2.1648
H 1.5182 -3.3764 -3.2771
H 2.2322 -1.8987 -3.8712
H 0.4576 -2.0115 -3.5541
H 1.6972 -2.7891 -1.1387
H 0.0721 -1.5165 -0.3644
H 0.0291 -0.4528 -1.7969
H 1.1638 0.2277 0.6131
H 3.2731 0.0293 1.5857
H 4.7624 -1.9035 0.4697
H 5.1016 -0.5027 -1.9614
C 0.9242 3.8918 6.3969
O 1.8554 3.0322 7.0227
C 1.2865 1.8923 7.6533
C 1.6512 0.6246 6.9128
N 0.9897 0.5617 5.6149
C 1.4633 -0.4963 4.7391
C 2.9221 -0.4738 4.2974
O 3.2563 0.6043 3.4253
C 3.5582 1.8451 4.0614
H 1.4582 4.7990 6.1209
H 0.4915 3.4521 5.4898
H 0.1097 4.1591 7.0757
H 0.2014 1.9970 7.7426
H 1.7026 1.8332 8.6617
H 1.3457 -0.2391 7.5101
H 2.7467 0.6028 6.8300
H 1.0986 1.4531 5.1488
H 0.8430 -0.4719 3.8364
H 1.2739 -1.4594 5.2236
H 3.1041 -1.3874 3.7225
H 3.6188 -0.4959 5.1399
H 4.0300 1.6832 5.0308
H 2.6669 2.4612 4.1884
H 4.2521 2.3824 3.4166
C -4.6553 2.3259 -5.2682
O -5.3286 1.2279 -4.6869
C -5.7180 0.2140 -5.6056
C -4.9092 -1.0477 -5.4007
N -3.5216 -0.8572 -5.8008
C -2.6208 -1.9354 -5.4229
C -2.4348 -2.2411 -3.9411
O -1.7554 -1.2258 -3.2070
C -2.5851 -0.1542 -2.7780
H -4.5796 3.0984 -4.5049
H -3.6441 2.0674 -5.6044
H -5.2114 2.7297 -6.1188
H -5.6335 0.5703 -6.6362
H -6.7692 -0.0146 -5.4138
H -5.3452 -1.8515 -6.0008
H -5.0105 -1.3291 -4.3428
H -3.1828 0.0107 -5.4074
H -1.6371 -1.6969 -5.8369
H -2.9551 -2.8541 -5.9154
H -1.7981 -3.1280 -3.8732
H -3.3744 -2.4958 -3.4401
H -3.6013 -0.4907 -2.5664
H -2.6160 0.6568 -3.5084
H -2.1558 0.2513 -1.8595
*
```

=====

No. 8
The following is a DFT calculation (ωB97M-V/def2-TZVPD) of C28H29N3RhSi as an isolated structure.

Properties
HOMO level (alpha / beta)	-8.16 / -11.16	eV
E_LUMO (alpha / beta)	-2.488 / -4.819	eV
frontier orbital gap (alpha / beta)	5.68 / 6.34	eV

Structure (ORCA input):
```
! RIJCOSX wB97M-V def2-TZVPD def2/J DEFGRID3
* xyz 1 5
C -0.6709 1.9527 0.5011
C -1.7248 1.4046 -0.3068
C -2.7488 0.9168 0.5688
H -1.7563 1.3983 -1.3930
C -2.3308 1.1553 1.9204
C -1.0403 1.7918 1.8781
H -0.4655 2.1413 2.7328
H 0.2463 2.4135 0.1422
H -3.6922 0.4713 0.2630
H -2.9100 0.9121 2.8113
Rh -0.9811 0.0275 0.9513
C 0.6416 -0.4753 -1.6082
H 1.2855 0.0990 -0.9294
H 0.9432 -1.5338 -1.5922
H -0.4305 -0.3785 -1.4081
Si 1.2240 0.2631 -3.5302
C 2.3139 -0.9319 -4.4564
C 3.2398 -0.3644 -5.3530
H 3.2335 0.7140 -5.5290
C 4.1858 -1.1572 -6.0087
H 4.9109 -0.6887 -6.6743
C 4.2072 -2.5388 -5.8007
H 4.9614 -3.1533 -6.2969
C 3.2517 -3.1200 -4.9574
H 3.2540 -4.2006 -4.8109
C 2.3030 -2.3285 -4.2932
H 1.5576 -2.7971 -3.6466
C -0.4153 0.5405 -4.3839
C -0.3982 1.1188 -5.6661
H 0.5529 1.2522 -6.1910
C -1.5878 1.5468 -6.2709
H -1.5565 1.9901 -7.2668
C -2.8091 1.4183 -5.6001
H -3.7305 1.7785 -6.0609
C -2.8393 0.8247 -4.3329
H -3.7833 0.7317 -3.7909
C -1.6609 0.3375 -3.7574
H -1.7212 -0.2062 -2.8132
H 1.9723 1.6795 -3.3487
H 1.8975 1.5220 -4.2445
N 0.3201 -2.9282 1.4628
C 0.3424 -2.2914 2.7201
C 1.0415 -2.8786 3.7839
C 0.8931 -2.3434 5.0573
C 0.0617 -1.2264 5.2066
C -0.5338 -0.6502 4.0911
N -0.3354 -1.1481 2.8507
C -0.8779 -3.1571 0.7500
C -1.1897 -4.4559 0.3274
C -2.4295 -4.6899 -0.2525
C -3.2820 -3.5970 -0.4592
C -2.8689 -2.3223 -0.1034
N -1.6743 -2.1123 0.4961
H 0.9185 -3.7493 1.4572
H 1.6418 -3.7590 3.5591
H 1.4075 -2.7791 5.9128
H -0.1178 -0.7780 6.1812
H -1.1816 0.2220 4.1761
H -0.4453 -5.2298 0.5164
H -2.7332 -5.6948 -0.5400
H -4.2646 -3.7139 -0.9119
H -3.4792 -1.4389 -0.2892
*
```

=====

no.,M (g mol⁻¹)
1,107.15
2,611.98
3,117.17
4,102.13
5,226.25
6,895.68
7,414.59
8,538.55